This record from OMol25 describes C34H43F5GeN5O6S2SeTl as an isolated structure in a non-equilibrium geometry. The level of theory is wB97M-V/def2-TZVPD.

Each line ends with the Mulliken charge.
Element x y z (Å)
Tl  1.98189  -0.56483  -0.25572  0.9998
O  1.78209  -3.75453  3.24428  -0.8282
C  1.62499  -2.94763  2.32098  -0.0788
O  2.49379  -2.25083  1.75638  -0.5394
C  0.16509  -2.70083  1.87398  0.2112
C  -0.89181  -3.53053  2.23288  -0.7348
C  -2.18561  -3.12293  1.95198  -0.7218
C  -2.38851  -1.87323  1.38898  -0.8226
C  -1.27571  -1.12083  1.03688  0.1524
N  -0.03801  -1.55563  1.23678  1.1112
C  -1.35981  0.31837  0.53688  0.5827
O  -2.31411  0.99367  0.91498  -0.8875
O  -0.38351  0.70337  -0.16062  -0.9248
H  -0.68531  -4.46643  2.73088  0.5110
H  -3.02361  -3.76343  2.19648  0.3941
H  -3.37151  -1.46203  1.21348  0.5710
F  0.22869  3.06457  -6.58292  -0.2525
C  -0.50671  2.11397  -5.99642  0.8874
C  -0.47751  0.76747  -6.54102  -1.0346
F  -1.62361  0.02117  -6.18012  -0.1845
C  0.64999  0.46067  -5.68742  0.6973
F  1.88609  0.41207  -6.25812  -0.3591
C  0.68999  0.66897  -4.21822  0.2648
O  1.21829  -0.02743  -3.37732  -0.8330
C  0.07889  2.02567  -4.08542  1.3855
F  0.98519  2.99337  -3.82472  -0.3316
C  -1.14971  2.39817  -4.73022  -1.3408
F  -2.21901  1.57207  -4.42212  0.0078
C  -0.05561  5.61187  5.00758  -1.2796
Ge  -0.62881  4.78807  3.25808  0.5201
C  -1.75321  3.20197  3.64618  -0.7317
C  -1.77141  6.09337  2.28178  -1.2287
C  0.93079  4.37277  2.09158  -1.0173
Se  0.31169  2.84447  0.95788  0.1106
C  1.50319  3.10637  -0.54382  -0.4173
H  -0.92281  5.85807  5.61388  0.3584
H  0.52049  6.51967  4.85548  0.3607
H  0.55999  4.91277  5.56548  0.3727
H  -2.71151  3.49847  4.06728  0.4751
H  -1.27291  2.52467  4.34448  0.0405
H  -1.93101  2.66087  2.71878  0.1909
H  -2.71811  6.24327  2.79408  0.3878
H  -1.98061  5.69097  1.29518  0.3534
H  -1.28611  7.05947  2.16508  0.3577
H  1.83579  4.09707  2.63488  0.4557
H  1.16739  5.22327  1.45188  0.4624
H  1.27919  4.06527  -1.01062  0.4086
H  1.28789  2.29197  -1.22922  -0.4364
H  2.53549  3.06787  -0.20402  0.3420
C  0.55719  0.53367  5.40778  -1.4760
C  0.88669  0.00797  4.00568  0.2749
N  1.83729  0.84937  3.30808  0.6164
C  3.08179  0.52937  2.93258  0.0089
S  3.77649  1.37377  1.65638  -0.4118
N  3.86479  -0.35173  3.57198  0.0534
C  3.83699  -0.83163  4.92738  0.0809
C  4.87849  -0.09073  5.76968  -1.3574
H  -0.16141  -0.13013  5.88568  0.3475
H  0.12569  1.53047  5.34238  0.1482
H  1.43679  0.60367  6.04658  0.3735
H  -0.03211  -0.00073  3.41428  -0.0857
H  1.25799  -1.01843  4.03788  0.0619
H  1.40309  1.52047  2.66178  -0.3176
H  4.72089  -0.54073  3.07298  0.2424
H  4.03869  -1.90603  4.92358  0.4194
H  2.85449  -0.66953  5.35448  -0.1815
H  5.87379  -0.23203  5.35638  0.3796
H  4.86879  -0.46463  6.79028  0.4108
H  4.66149  0.97637  5.77098  0.2912
C  -1.09531  -3.01693  -6.92882  -1.4647
C  0.04309  -2.94113  -5.91812  -0.1456
C  -0.51481  -2.90903  -4.49422  -0.1998
N  0.55319  -2.79213  -3.53142  0.2248
C  0.81159  -3.54313  -2.45902  -0.4259
S  2.32619  -3.56183  -1.77822  -0.3359
N  -0.11681  -4.43973  -1.94972  0.1215
C  -1.47891  -4.37203  -1.71932  -0.0575
O  -2.04091  -5.35883  -1.27902  -0.7008
C  -2.19811  -3.12243  -2.04372  0.8257
C  -3.50561  -3.24103  -2.51472  -0.6968
C  -4.22291  -2.11523  -2.86472  -1.0983
C  -3.64301  -0.85993  -2.75312  -0.9916
C  -2.36231  -0.73183  -2.24132  -1.1343
C  -1.64241  -1.85593  -1.87852  1.6296
H  -0.69621  -3.06653  -7.94002  0.4119
H  -1.72711  -2.13783  -6.84772  0.2199
H  -1.70971  -3.89623  -6.73942  0.4141
H  0.61909  -2.03003  -6.08892  0.1917
H  0.71239  -3.79813  -6.03492  0.4352
H  -1.07281  -3.82693  -4.29502  0.5392
H  -1.20231  -2.06073  -4.41552  -0.1733
H  1.19529  -2.01303  -3.67182  0.1991
H  0.32489  -5.18633  -1.41972  0.3209
H  -3.92771  -4.23133  -2.61722  0.4873
H  -5.23561  -2.21763  -3.22952  0.3516
H  -4.18601  0.01927  -3.06242  0.4529
H  -1.91321  0.24217  -2.13162  0.5076
H  -0.65221  -1.72953  -1.46592  0.2246

Its net charge is -2. The calculation puts the total energy at -7993.12404 Ha. The HOMO-LUMO gap is 6.955 eV. The HOMO energy comes out at -2.972 eV.